(1)
Here is a 14-piece molecular cluster, C4H38N2O13 overall in a non-equilibrium geometry from the Open Molecules 2025 dataset. Energies are from the ωB97M-V functional and the def2-TZVPD basis.

Geometry as ORCA input:
```
! wB97M-V def2-TZVPD RIJCOSX def2/J DEFGRID3
* xyz 0 1
C 0.32260 2.04601 -0.98636
N -0.55450 1.66240 -2.04260
C -0.10920 1.24502 0.22600
C -0.85679 2.16777 1.16763
C -0.06981 3.23868 2.00999
N 1.00009 2.64784 2.86227
H 0.07628 3.10270 -0.65256
H 1.31085 1.92488 -1.45356
H -1.48294 1.33665 -1.71467
H -0.34502 1.04070 -2.78393
H 0.86514 0.85367 0.74381
H -0.82335 0.40657 -0.04430
H -1.33502 1.45867 1.89539
H -1.74965 2.66186 0.59357
H 0.33641 3.89935 1.16155
H -0.81537 3.84795 2.62546
H 0.69247 2.08976 3.76509
H 1.56203 3.40343 3.22912
H 2.62024 -1.51788 -2.77981
H 1.50384 -0.38673 -2.80888
O 2.48462 -0.48213 -2.82478
H 0.34954 -1.70102 -1.13633
H 1.24270 -1.78216 0.06245
O 1.14931 -2.06902 -0.98622
H -1.76729 3.78995 -1.35914
H -1.38766 5.32410 -1.54298
O -1.84935 4.73473 -0.98593
H 2.48608 -0.03594 0.59116
H 2.80992 -1.34814 1.61692
O 2.08744 -0.64784 1.40969
H -2.53467 -0.56935 0.25399
H -3.74367 -1.28366 -0.63563
O -2.96905 -0.71010 -0.61541
H 0.51850 -1.72550 3.58423
H 0.68826 -0.47838 2.70519
O 0.32161 -0.78972 3.51184
H 2.63600 3.04652 1.71724
H 3.97585 3.07342 0.97798
O 3.01644 2.99863 0.84791
H -1.37210 -1.51907 2.46997
H -2.43838 -0.70806 2.66220
O -2.01921 -1.22560 2.06092
H -2.44700 -3.85962 -3.17077
H -1.61956 -4.01484 -1.91171
O -2.33024 -3.45755 -2.34445
H 3.23414 0.78234 -1.08899
H 3.21370 1.60541 0.22956
O 3.53675 0.78802 -0.22977
H 0.71117 -3.63136 -0.93212
H -0.26737 -4.43749 -0.16679
O 0.22294 -4.48986 -1.03286
H -1.64860 -1.02931 -1.96406
H -1.33585 -1.82349 -3.07617
O -0.87496 -1.12218 -2.54744
H -2.88127 -4.11259 0.01740
H -2.18844 -3.52991 1.28450
O -2.46253 -4.34112 0.83579
*
```

Output
- Lowest unoccupied orbital energy: 0.0946 eV
- Kohn-Sham gap: 8.5 eV
- DFT total energy: -1262.714807 Eh
- Highest occupied orbital energy: -0.309 Eh
- Relative energy (zero: lowest compared OMol25 entry of this formula, charge and spin): 3.9965 eV
- F_max: 12.41 eV/A

And the Löwdin charges, in e, turn out to be:
1. C -0.283
2. N -0.010
3. C -0.211
4. C -0.222
5. C -0.251
6. N -0.036
7. H 0.086
8. H 0.112
9. H 0.073
10. H 0.033
11. H 0.100
12. H 0.094
13. H 0.093
14. H 0.135
15. H 0.116
16. H 0.121
17. H 0.136
18. H 0.052
19. H 0.107
20. H 0.011
21. O -0.116
22. H -0.064
23. H 0.137
24. O -0.070
25. H 0.053
26. H 0.008
27. O -0.078
28. H 0.062
29. H 0.112
30. O -0.210
31. H 0.017
32. H 0.062
33. O -0.065
34. H 0.048
35. H -0.033
36. O -0.044
37. H 0.010
38. H 0.091
39. O -0.018
40. H -0.111
41. H 0.029
42. O 0.097
43. H 0.021
44. H 0.051
45. O -0.051
46. H -0.019
47. H -0.011
48. O -0.027
49. H -0.019
50. H 0.036
51. O -0.109
52. H 0.000
53. H 0.061
54. O -0.093
55. H 0.006
56. H 0.018
57. O -0.036

---

(2)
Here is a 2-piece molecular cluster, C3H5N3 overall in a non-equilibrium geometry from the Open Molecules 2025 dataset. Energies are from the ωB97M-V functional and the def2-TZVPD basis.

Geometry as ORCA input:
```
! wB97M-V def2-TZVPD RIJCOSX def2/J DEFGRID3
* xyz 0 1
C 0.08050 -0.52816 0.01202
C -1.06683 0.24971 0.55058
C -0.87239 0.00626 -0.96278
N 3.83907 -0.44473 -0.13148
N 1.98943 0.90470 0.27521
N 2.82265 0.17020 0.12551
H -1.87433 -0.26103 1.04825
H -1.22655 1.34764 0.66924
H -0.58400 0.89691 -1.54241
H -1.52339 -0.73178 -1.65490
H 4.18227 -1.01676 0.61932
*
```

Output
- Lowest unoccupied orbital energy: -0.1185 eV
- Kohn-Sham gap: 8.4 eV
- DFT total energy: -281.321548 Eh
- Highest occupied orbital energy: -0.312 Eh
- Relative energy (zero: lowest compared OMol25 entry of this formula, charge and spin): 7.3063 eV
- F_max: 2.92 eV/A

And the Löwdin charges, in e, turn out to be:
1. C -0.025
2. C -0.231
3. C -0.266
4. N 0.107
5. N 0.210
6. N -0.281
7. H 0.077
8. H 0.109
9. H 0.094
10. H 0.137
11. H 0.070

---

(3)
Here is C24H43GdN2OP3S as an isolated structure in a non-equilibrium geometry from the Open Molecules 2025 dataset. Energies are from the ωB97M-V functional and the def2-TZVPD basis.

Geometry as ORCA input:
```
! wB97M-V def2-TZVPD RIJCOSX def2/J DEFGRID3
* xyz 3 8
Gd 0.56520 -0.44410 0.78724
P -2.18859 -0.67865 0.29951
P 0.73418 -3.14472 0.05888
P 0.23530 2.30747 0.56078
H 1.50149 -1.13669 -2.05267
C 1.75858 -0.22529 -1.50014
C 2.84498 -0.15870 -0.63867
H 3.50305 -1.01202 -0.44742
C -2.62287 -0.62562 -1.49371
C -2.97808 -2.24785 0.82630
C -3.31164 0.58481 1.01031
C 2.41309 -3.77690 -0.30257
C 0.24345 -4.40134 1.29219
C -0.11787 -3.68429 -1.46506
C 1.77749 3.26917 0.30124
C -0.48947 3.24711 1.95865
C -0.71416 2.86703 -0.89833
H 1.32121 0.68915 -1.92790
H 3.26451 0.80362 -0.31809
H -3.69618 -0.83188 -1.64151
H -2.04431 -1.38479 -2.04195
H -2.39481 0.36260 -1.92422
H -4.06820 -2.20168 0.72572
H -2.74981 -2.44690 1.88039
H -2.61616 -3.09557 0.23424
H -4.36433 0.30866 0.88013
H -3.15079 1.56357 0.54511
H -3.13203 0.68862 2.08833
H 2.29849 -4.77843 -0.74719
H 2.98238 -3.85208 0.63646
H 2.94164 -3.11121 -0.99880
H 0.24595 -5.39068 0.81130
H -0.75301 -4.18493 1.69812
H 0.98072 -4.39294 2.10849
H 0.16820 -4.72758 -1.65573
H 0.20664 -3.06509 -2.31401
H -1.20878 -3.61098 -1.37007
H 1.53864 4.31417 0.03784
H 2.37805 2.81879 -0.50279
H 2.37369 3.26299 1.22691
H -0.56264 4.32002 1.73072
H 0.16128 3.11922 2.83569
H -1.48765 2.86318 2.20293
H -0.68290 3.96190 -0.99632
H -1.76625 2.55497 -0.86864
H -0.28039 2.43208 -1.81037
C -2.67505 2.69317 -4.20741
C -3.40371 2.54952 -5.40296
C -2.79821 3.00043 -6.57614
C -1.53579 3.61027 -6.54177
C -0.92880 3.87675 -5.31369
C -1.57598 3.53373 -4.13228
O -2.86849 1.94645 -3.07370
H -3.66548 1.38333 -3.10033
H -4.39750 2.10679 -5.41086
H -3.29405 2.87598 -7.53656
H -1.02812 3.87997 -7.46972
H 0.05274 4.34212 -5.25958
H -1.20461 3.84298 -3.16738
N -1.02035 -1.00029 3.98223
C 0.32203 -1.03498 4.12426
N 1.22390 -0.80423 3.14553
C 2.54607 -0.91344 3.66447
C 3.75667 -0.78602 2.96068
C 4.96225 -0.98944 3.65114
C 4.95359 -1.29459 5.02102
C 3.75106 -1.44403 5.72393
C 2.56168 -1.25451 5.03532
S 0.95559 -1.45910 5.71637
H -1.52114 -1.20635 4.83533
H -1.51813 -0.62406 3.17582
H 3.74999 -0.53496 1.89486
H 5.91833 -0.90549 3.12180
H 5.90111 -1.41827 5.53844
H 3.72309 -1.69995 6.77986
*
```

Output
- Lowest unoccupied orbital energy (spin up / spin down): -10.2378 / -12.1997 eV
- Kohn-Sham gap (spin up / spin down): 4.2 / 2.2 eV
- DFT total energy: -3312.013216 Eh
- Highest occupied orbital energy (spin up / spin down): -0.529 / -0.529 Eh
- Relative energy (zero: lowest compared OMol25 entry of this formula, charge and spin): 0.0000 eV
- F_max: 2.92 eV/A

And the Löwdin charges, in e, turn out to be:
1. Gd 1.132
2. P 0.709
3. P 0.692
4. P 0.707
5. H 0.068
6. C -0.146
7. C -0.094
8. H 0.078
9. C -0.222
10. C -0.242
11. C -0.235
12. C -0.236
13. C -0.234
14. C -0.245
15. C -0.239
16. C -0.233
17. C -0.269
18. H 0.078
19. H 0.079
20. H 0.087
21. H 0.047
22. H 0.019
23. H 0.078
24. H 0.043
25. H 0.037
26. H 0.079
27. H 0.042
28. H 0.045
29. H 0.078
30. H 0.067
31. H 0.043
32. H 0.079
33. H 0.038
34. H 0.063
35. H 0.074
36. H 0.052
37. H 0.034
38. H 0.082
39. H 0.040
40. H 0.067
41. H 0.081
42. H 0.061
43. H 0.039
44. H 0.080
45. H 0.031
46. H 0.040
47. C -0.310
48. C -0.010
49. C -0.060
50. C -0.074
51. C -0.071
52. C -0.046
53. O -0.032
54. H 0.112
55. H 0.119
56. H 0.119
57. H 0.115
58. H 0.110
59. H 0.078
60. N 0.114
61. C -0.647
62. N -0.097
63. C -0.304
64. C -0.032
65. C -0.043
66. C -0.033
67. C -0.048
68. C -0.453
69. S 1.178
70. H 0.117
71. H 0.064
72. H 0.076
73. H 0.126
74. H 0.127
75. H 0.129